1.
ORCA calculation (ωB97M-V/def2-TZVPD) on a molecular structure, C50H56BCsN15O3.

CARTESIAN COORDINATES (ANGSTROEM)
Cs 0.33094 1.47034 0.92120
C 1.85154 3.78924 -2.92410
C 0.62414 3.53534 -2.29820
N 0.38624 3.78534 -1.03550
C 1.34794 4.32604 -0.28160
C 2.62694 4.66604 -0.82480
C 2.85384 4.35004 -2.18180
C 3.59874 5.27494 -0.01660
C 3.34064 5.47044 1.32370
C 2.12994 5.11094 1.88400
C 1.08004 4.56494 1.12070
N -0.07946 4.16194 1.63330
C -0.64016 4.62244 2.75510
C -0.49286 5.92464 3.25890
C -1.12096 6.35004 4.41660
C -1.94786 5.51484 5.13260
C -2.19096 4.21744 4.65490
C -3.04646 3.30904 5.31410
C -3.22746 2.05064 4.80770
C -2.55526 1.70844 3.62500
N -1.74766 2.52024 2.99260
C -1.54666 3.75564 3.46880
H 1.99484 3.53684 -3.96760
H -0.19496 3.09774 -2.85790
H 3.82544 4.56014 -2.61820
H 4.54764 5.57074 -0.44640
H 4.09294 5.92214 1.96100
H 1.96984 5.23494 2.94770
H 0.12144 6.62114 2.70800
H -0.93116 7.35504 4.77700
H -2.42116 5.84964 6.04530
H -3.54766 3.62674 6.22010
H -3.87036 1.33234 5.30060
H -2.68906 0.73264 3.17630
C -5.72036 1.57064 -2.88300
N -4.62426 1.14794 -2.06100
C -3.32466 1.48434 -2.12640
N -2.63596 0.80094 -1.24590
C -3.56806 0.03564 -0.64370
N -4.78006 0.21404 -1.11570
C -5.72366 0.89174 -4.23530
C -6.31846 1.52634 -5.32380
C -6.40796 0.86874 -6.54530
C -5.92136 -0.41066 -6.69150
C -5.29846 -1.04906 -5.60910
C -5.19716 -0.37536 -4.38370
C -4.82296 -2.39136 -5.72760
N -5.21656 -3.30486 -6.58320
N -4.58966 -4.43916 -6.28320
C -3.79956 -4.20116 -5.26230
O -3.90146 -2.89826 -4.85090
C -2.88876 -5.10196 -4.63220
C -3.06686 -6.49146 -4.71980
C -2.17176 -7.33696 -4.10590
C -1.06736 -6.83256 -3.42630
C -0.86166 -5.45476 -3.36340
C 0.39294 -4.90966 -2.71470
N 0.20684 -3.58236 -2.20430
C -0.53246 -3.18196 -1.15810
N -0.52536 -1.87436 -1.06970
C 0.24234 -1.49746 -2.11130
N 0.69954 -2.50336 -2.82140
C -1.77666 -4.59906 -3.94040
H -5.68736 2.65834 -3.00180
H -6.63586 1.30274 -2.34330
H -2.93836 2.21634 -2.80550
H -3.34506 -0.65316 0.14520
H -6.71886 2.52384 -5.20960
H -6.86986 1.36984 -7.38420
H -5.99766 -0.93956 -7.62760
H -4.73396 -0.88006 -3.54850
H -3.92076 -6.86916 -5.25850
H -2.32276 -8.40666 -4.14900
H -0.36326 -7.50386 -2.95520
H 1.19454 -4.85056 -3.45910
H 0.71734 -5.56686 -1.90080
H -1.04286 -3.86346 -0.50900
H 0.45814 -0.47446 -2.34190
H -1.63606 -3.52906 -3.89690
N -2.14646 -2.19786 2.38600
C -1.07096 -2.37876 3.34960
C -1.52446 -1.95216 4.75060
C -0.37756 -1.25836 5.50200
N 0.12314 -0.13786 4.72360
H -2.84826 -2.92276 2.49790
H -1.77166 -2.24406 1.44400
H -0.25166 -1.72806 3.03940
H -0.69386 -3.41746 3.38230
H -1.87716 -2.81136 5.32960
H -2.34236 -1.24036 4.64340
H 0.40804 -2.00526 5.68310
H -0.74886 -0.92836 6.48130
H 1.06194 -0.30466 4.38110
H 0.09924 0.73884 5.22220
C 5.91004 0.58104 -2.07800
N 4.57174 0.86894 -2.53260
C 4.25744 0.57174 -3.90900
C 3.61924 1.05294 -1.65520
N 2.80094 1.26204 -0.87770
H 6.62634 1.19914 -2.62650
H 6.16064 -0.47466 -2.23430
H 5.98764 0.80654 -1.01680
H 4.81504 1.24494 -4.56730
H 3.19214 0.70614 -4.08080
H 4.52304 -0.46196 -4.15630
C 4.06654 -2.45116 4.78950
C 4.11584 -1.23516 3.85030
C 4.64934 -0.03506 4.63460
O 2.77024 -0.97106 3.43600
B 2.57384 -1.36566 2.11970
O 3.78104 -1.75906 1.57730
C 4.85074 -1.52176 2.49780
C 5.75524 -2.75426 2.52040
C 5.64384 -0.31536 1.97610
H 3.41634 -2.20926 5.62900
H 5.05524 -2.70346 5.16730
H 3.64254 -3.30626 4.26920
H 4.09934 0.05504 5.57090
H 4.51724 0.88964 4.07810
H 5.70414 -0.17936 4.86320
H 5.16274 -3.64906 2.68560
H 6.51354 -2.67366 3.29690
H 6.24604 -2.85246 1.55480
H 4.98254 0.53934 1.84280
H 6.05964 -0.57746 1.00500
H 6.45964 -0.05076 2.64600

Forces on the atoms, in the same order (eV/Å):
Cs -0.22 -1.35 0.12
C 0.34 0.13 -0.05
C -0.20 -0.07 0.10
N -0.55 -0.18 -0.52
C 0.90 0.46 0.04
C -0.28 -0.07 0.11
C -0.17 0.06 -0.14
C 0.39 0.13 0.17
C 0.25 0.07 -0.34
C -0.32 -0.10 0.08
C 0.22 0.52 0.63
N -0.45 -0.10 -0.47
C 0.14 0.62 0.20
C 0.20 -0.23 -0.46
C -0.31 -0.10 0.55
C 0.04 0.51 0.09
C 0.16 -0.29 -0.30
C 0.01 -0.19 -0.06
C -0.10 0.24 0.23
C 0.04 -0.12 -0.22
N -0.16 -0.48 -0.25
C -0.14 0.53 0.64
H -0.01 0.00 -0.02
H -0.05 -0.07 -0.11
H -0.02 0.01 0.01
H 0.04 -0.05 -0.05
H 0.07 -0.04 -0.03
H 0.02 0.05 -0.06
H 0.11 0.02 -0.03
H -0.07 0.04 -0.02
H -0.06 0.00 0.08
H -0.03 0.01 0.06
H -0.01 -0.01 -0.04
H 0.01 -0.21 0.06
C -0.26 0.03 -0.19
N 0.51 0.21 0.13
C -0.04 -0.07 0.11
N 0.62 0.29 -0.09
C -0.08 0.10 -0.23
N -0.75 -0.56 0.39
C -0.23 0.43 -0.07
C 0.14 -0.37 0.07
C -0.14 0.34 0.12
C 0.36 -0.53 0.27
C -0.40 1.52 0.37
C 0.03 -0.53 -0.47
C 0.29 -1.76 -0.53
N -0.61 2.09 0.36
N 1.53 -1.21 1.09
C -1.33 0.80 -1.14
O -0.45 -0.43 -0.67
C 1.20 -0.86 0.89
C -0.27 0.73 -0.12
C 0.37 -0.19 0.20
C -0.22 0.35 -0.20
C 0.30 -0.43 0.15
C 0.05 -0.26 -0.10
N -0.15 0.20 0.49
C 0.10 0.19 -0.01
N -0.51 0.03 0.44
C -0.09 -0.34 0.11
N 0.57 0.25 -0.89
C -0.64 -0.01 -0.46
H -0.03 -0.14 0.04
H 0.19 0.14 -0.04
H 0.09 0.22 -0.18
H 0.04 -0.17 0.24
H -0.02 0.09 -0.01
H -0.02 -0.01 -0.06
H -0.03 -0.03 -0.14
H 0.04 0.02 0.13
H -0.10 -0.09 -0.05
H -0.04 -0.04 -0.03
H 0.05 -0.06 0.05
H -0.08 0.00 0.21
H 0.00 0.08 -0.14
H -0.09 -0.20 0.22
H 0.13 0.23 -0.06
H 0.09 0.10 0.08
N -0.33 -0.07 -0.35
C 0.05 0.04 0.49
C 0.40 -0.01 -0.06
C -0.29 -0.27 0.01
N 0.11 0.23 0.11
H 0.02 0.06 -0.17
H -0.03 -0.05 -0.01
H 0.06 -0.20 -0.08
H 0.06 0.26 -0.05
H -0.13 0.00 0.05
H -0.11 0.04 0.00
H 0.02 0.15 0.04
H 0.12 -0.03 -0.08
H 0.07 0.02 -0.15
H 0.00 -0.02 0.08
C 0.33 -0.06 0.10
N 0.55 -0.07 -0.50
C -0.04 -0.03 -0.25
C -0.20 0.04 0.19
N -0.51 0.11 0.39
H 0.01 -0.04 0.02
H -0.01 0.04 0.03
H 0.02 -0.01 -0.03
H -0.05 -0.05 -0.03
H 0.02 0.03 0.00
H -0.03 0.02 0.02
C -0.06 0.28 -0.30
C 0.33 -0.18 0.33
C -0.19 -0.26 -0.22
O 0.43 0.34 0.87
B -2.05 0.00 -1.18
O 0.98 -0.32 -0.07
C 0.34 0.16 0.19
C -0.26 0.25 -0.03
C -0.23 -0.23 0.11
H -0.04 0.01 0.06
H 0.13 -0.08 0.11
H -0.02 -0.09 -0.01
H -0.03 0.00 0.05
H 0.06 0.03 -0.05
H 0.16 0.07 0.10
H 0.00 -0.09 0.06
H 0.17 -0.01 0.09
H 0.08 -0.01 -0.10
H 0.00 0.06 0.03
H 0.04 -0.02 -0.11
H 0.15 0.08 0.04

The calculation puts the LUMO energy at 0.046 Eh. The total charge is -1. The value obtained for the energy relative to the best compared isomer or geometry (same formula, charge and spin) is 41.85 kcal per mole. Its total energy is -82478.634 eV. The spin multiplicity is 1. Its orbital gap is 3.199 eV.



2.
ORCA calculation (ωB97M-V/def2-TZVPD) on 2 unconnected molecules or ions with the total composition C50H56F6N6O3.

CARTESIAN COORDINATES (ANGSTROEM)
C -0.59802 -1.55476 4.07609
C -1.23412 -2.50239 3.05827
C -2.63976 -2.89456 3.51152
C -0.32857 -3.69153 2.76453
C -0.60579 -4.96587 3.26561
C 0.31524 -5.99477 3.10005
C 1.54115 -5.74535 2.49018
C 1.84743 -4.48696 1.97645
C 3.24945 -4.26462 1.39188
C 3.49418 -5.08931 0.13300
C 4.34147 -4.51680 2.42643
C 0.86691 -3.48379 2.04733
N 1.15668 -2.19271 1.48222
N 2.23686 -1.52331 1.95263
N 2.27138 -0.35990 1.26107
C 3.43358 0.47665 1.35351
C 4.21172 0.73435 0.20456
C 4.10543 -0.15403 -1.04222
C 5.03329 -1.36461 -0.95958
C 4.30338 0.60816 -2.34652
C 5.16533 1.75267 0.27215
C 5.40887 2.41396 1.47807
C 4.75634 2.00616 2.64013
C 3.79852 0.99013 2.60881
C 3.18595 0.51301 3.93004
C 2.20210 1.54142 4.48641
C 4.24693 0.14349 4.97146
C 1.22044 -0.29014 0.36385
C 1.04062 0.86170 -0.48407
C 1.27306 2.16420 0.02253
C 1.15897 3.26110 -0.80717
C 1.38111 4.64155 -0.25620
F 2.16501 5.40960 -1.07278
F 0.18873 5.31611 -0.10094
F 1.98202 4.62039 0.97375
C 0.82004 3.12419 -2.15145
C 0.58981 1.84975 -2.65350
C 0.27803 1.71896 -4.12746
F -0.11078 0.45066 -4.46175
F -0.74069 2.56225 -4.50329
F 1.36653 2.04172 -4.90014
C 0.67799 0.72980 -1.84519
C 0.47318 -1.44567 0.49516
C -0.70437 -1.80670 -0.15897
H 0.35048 -1.14586 3.70962
H -1.27227 -0.71882 4.29358
H -0.39432 -2.09448 5.01082
H -1.34239 -1.97099 2.10543
H -3.11356 -3.55872 2.78066
H -2.61786 -3.38963 4.48982
H -3.25285 -1.99065 3.59976
H -1.54187 -5.14690 3.79521
H 0.08599 -6.99383 3.46692
H 2.28386 -6.53798 2.40431
H 3.30773 -3.20922 1.11640
H 2.73073 -4.87504 -0.62358
H 4.47408 -4.84283 -0.29411
H 3.47683 -6.16406 0.35709
H 4.13891 -3.95152 3.34179
H 4.41014 -5.58281 2.67637
H 5.31190 -4.19101 2.03615
H 3.08023 -0.54217 -1.06282
H 4.75379 -2.00223 -0.11139
H 4.95191 -1.96265 -1.87578
H 6.07963 -1.05615 -0.82929
H 3.58019 1.42475 -2.42629
H 5.31576 1.02057 -2.42022
H 4.14053 -0.07162 -3.19195
H 5.73260 2.01407 -0.62404
H 6.13629 3.22888 1.51561
H 4.99999 2.46234 3.60318
H 2.64236 -0.40923 3.69981
H 1.43779 1.78933 3.73675
H 1.69245 1.15765 5.38114
H 2.73620 2.46456 4.75540
H 4.96520 -0.56998 4.55257
H 4.78745 1.03332 5.31722
H 3.77302 -0.33113 5.83917
H 1.57051 2.29363 1.06074
H 0.74211 3.99718 -2.78915
H 0.50627 -0.25496 -2.26623
H -0.88567 -1.36280 -1.12396
H -1.22518 -2.69655 0.18281
C -3.54215 5.63272 1.02221
N -3.79478 5.30130 -0.37161
C -4.80208 6.13886 -1.00043
C -3.37583 4.11977 -0.91238
C -2.50588 3.25057 -0.19141
C -2.28159 1.95884 -0.62528
C -2.94577 1.43747 -1.76917
C -2.93167 0.05260 -2.16660
C -3.97075 -0.47530 -2.91270
C -3.67239 -1.40700 -3.99632
O -2.66064 -2.11176 -4.04554
N -4.60589 -1.36050 -5.05894
C -4.28544 -1.89943 -6.36280
C -5.96258 -1.10977 -4.84726
O -6.80426 -1.26320 -5.73254
N -6.31123 -0.69988 -3.55250
C -7.73118 -0.48994 -3.35332
C -5.38399 -0.15483 -2.63745
O -5.78000 0.49699 -1.66828
C -3.63182 2.38330 -2.58870
C -3.80607 3.68969 -2.19605
H -2.49119 5.46851 1.28562
H -3.79276 6.68903 1.17173
H -4.16981 5.01837 1.69017
H -4.84729 5.95487 -2.07562
H -5.79958 5.94069 -0.57161
H -4.56637 7.19732 -0.81544
H -2.02882 3.60845 0.72264
H -1.60936 1.29943 -0.07383
H -2.07105 -0.56902 -1.96470
H -5.11145 -2.53765 -6.69058
H -4.19917 -1.07468 -7.07999
H -3.34320 -2.43978 -6.30967
H -7.86063 -0.03592 -2.37569
H -8.14389 0.15326 -4.13796
H -8.25779 -1.45137 -3.41256
H -3.98913 2.05167 -3.57341
H -4.30711 4.36967 -2.87794

Forces on the atoms, in the same order (eV/Å):
C 0.23 -0.05 0.11
C -0.20 -0.10 -0.44
C 0.07 0.02 -0.07
C -0.02 0.32 0.06
C 0.17 0.13 -0.19
C 0.13 -0.04 -0.06
C -0.26 -0.01 0.10
C 0.38 -0.03 -0.26
C -0.44 0.35 -0.19
C -0.12 -0.10 -0.16
C -0.03 0.05 0.21
C 0.20 -0.29 0.43
N 0.31 1.33 0.08
N 0.01 1.42 -0.91
N -1.05 -3.08 0.19
C 0.82 0.21 0.43
C -0.10 -0.26 -0.21
C -0.70 0.30 0.09
C 0.17 -0.07 0.29
C -0.01 0.03 -0.05
C -0.02 -0.12 0.29
C -0.09 0.04 0.00
C 0.26 -0.09 -0.21
C -0.21 0.32 0.25
C -0.33 -0.26 -0.31
C -0.07 0.16 -0.05
C 0.10 0.03 -0.16
C 2.01 1.24 0.84
C -0.12 1.10 -0.74
C 0.00 -0.77 -0.17
C 0.04 0.19 -0.22
C 0.06 0.88 0.49
F -0.72 -0.62 0.68
F 1.10 -0.50 -0.14
F -0.52 0.08 -1.06
C 0.04 -0.09 0.19
C -0.08 0.27 -0.26
C -0.49 -0.20 -0.69
F 0.45 1.24 0.22
F 1.03 -0.76 0.28
F -1.02 -0.33 0.63
C 0.23 -0.11 0.74
C -2.12 -2.04 -0.61
C 1.34 -0.11 0.86
H -0.14 -0.04 0.11
H 0.10 -0.12 -0.03
H -0.04 0.16 -0.10
H -0.09 0.13 0.25
H 0.01 0.06 0.17
H -0.09 0.07 -0.13
H 0.07 -0.18 0.01
H 0.32 0.04 -0.18
H 0.06 0.20 -0.03
H -0.20 0.14 0.06
H 0.10 -0.26 -0.03
H 0.11 -0.12 0.09
H -0.14 -0.08 0.08
H 0.00 0.18 -0.11
H 0.06 -0.11 -0.06
H 0.02 0.19 0.02
H -0.11 -0.10 0.02
H 0.24 -0.03 -0.09
H 0.15 0.09 -0.12
H 0.03 0.12 0.18
H -0.19 -0.08 -0.06
H 0.12 0.02 -0.03
H -0.15 -0.08 -0.12
H 0.10 0.17 0.12
H -0.16 -0.10 0.37
H -0.24 -0.28 -0.01
H -0.02 -0.12 -0.37
H 0.08 0.32 0.24
H 0.11 0.01 0.20
H 0.15 0.09 -0.20
H -0.21 -0.15 -0.04
H -0.04 0.15 0.09
H -0.02 -0.21 0.00
H 0.05 0.16 -0.15
H -0.14 0.01 -0.20
H -0.01 -0.07 0.02
H 0.05 0.08 0.04
H -0.11 -0.24 0.35
H 0.06 0.10 -0.50
C 0.04 -0.25 -0.02
N 0.28 0.42 -0.10
C -0.15 -0.07 0.01
C -0.13 -0.34 0.12
C -0.09 0.09 -0.04
C -0.26 -0.34 -0.44
C -0.14 0.66 0.24
C -0.71 0.37 -0.57
C -0.12 0.19 0.48
C 1.15 -1.45 0.03
O -1.27 1.12 -0.32
N -0.40 -0.17 0.63
C 0.07 -0.06 -0.53
C -0.31 0.03 -0.23
O 1.10 0.21 1.23
N 0.44 0.09 -0.62
C -0.51 -0.10 0.05
C -0.44 1.30 0.41
O 0.40 -1.01 -1.09
C 0.32 -0.48 0.26
C -0.01 -0.14 0.02
H -0.25 0.20 -0.03
H 0.15 -0.29 0.04
H 0.16 0.17 -0.08
H 0.00 0.25 0.32
H 0.19 0.01 -0.15
H -0.01 -0.32 -0.18
H -0.17 -0.26 -0.32
H -0.32 0.15 0.04
H 0.03 0.21 -0.44
H 0.35 0.01 0.03
H 0.03 -0.19 0.07
H -0.11 0.01 0.08
H -0.04 -0.04 -0.04
H 0.14 -0.05 0.20
H 0.14 0.26 0.08
H 0.11 0.21 0.51
H 0.06 -0.20 0.19

The calculation puts the LUMO energy at -0.020 Eh. The total charge is 0. The value obtained for the energy relative to the best compared isomer or geometry (same formula, charge and spin) is 0.00 kcal per mole. Its total energy is -84147.075 eV. The spin multiplicity is 1. Its orbital gap is 6.020 eV.



no.,HOMO (eV)
1,-1.9
2,-6.6